{
  "formula": "C78H142O24",
  "method": "ωB97M-V/def2-TZVPD",
  "lumo_ev": 0.6,
  "energy_ev": -132311.11035,
  "spin_multiplicity": 1,
  "orbital_gap_ev": 9.5,
  "charge": 0,
  "symbols": ["C", "C", "C", "C", "C", "C", "H", "H", "H", "H", "H", "H", "C", "C", "C", "C", "C", "C", "H", "H", "H", "H", "H", "H", "C", "C", "C", "C", "C", "C", "H", "H", "H", "H", "H", "H", "C", "C", "C", "C", "C", "C", "H", "H", "H", "H", "H", "H", "C", "C", "C", "C", "C", "C", "H", "H", "H", "H", "H", "H", "C", "O", "C", "C", "O", "C", "C", "O", "C", "H", "H", "H", "H", "H", "H", "H", "H", "H", "H", "H", "H", "H", "H", "C", "O", "C", "C", "O", "C", "C", "O", "C", "H", "H", "H", "H", "H", "H", "H", "H", "H", "H", "H", "H", "H", "H", "C", "O", "C", "C", "O", "C", "C", "O", "C", "H", "H", "H", "H", "H", "H", "H", "H", "H", "H", "H", "H", "H", "H", "C", "O", "C", "C", "O", "C", "C", "O", "C", "H", "H", "H", "H", "H", "H", "H", "H", "H", "H", "H", "H", "H", "H", "C", "O", "C", "C", "O", "C", "C", "O", "C", "H", "H", "H", "H", "H", "H", "H", "H", "H", "H", "H", "H", "H", "H", "C", "O", "C", "C", "O", "C", "C", "O", "C", "H", "H", "H", "H", "H", "H", "H", "H", "H", "H", "H", "H", "H", "H", "C", "O", "C", "C", "O", "C", "C", "O", "C", "H", "H", "H", "H", "H", "H", "H", "H", "H", "H", "H", "H", "H", "H", "C", "O", "C", "C", "O", "C", "C", "O", "C", "H", "H", "H", "H", "H", "H", "H", "H", "H", "H", "H", "H", "H", "H"],
  "positions_angstrom": [[9.02308, 18.36201, 16.50829], [9.98345, 18.93961, 15.62144], [11.21388, 18.29132, 15.48682], [11.48696, 17.17881, 16.25565], [10.58156, 16.63575, 17.17317], [9.36278, 17.26824, 17.33550], [8.04492, 18.81061, 16.59983], [9.70966, 19.78504, 15.00770], [12.00328, 18.74260, 14.90408], [12.37762, 16.61742, 16.01484], [10.71894, 15.76833, 17.80176], [8.62368, 16.89574, 18.02932], [15.04356, 18.93430, 17.08358], [14.20000, 19.78249, 17.84301], [14.67014, 21.05174, 18.24120], [16.05250, 21.36332, 18.12451], [16.89156, 20.55120, 17.33880], [16.33328, 19.37232, 16.85092], [14.70622, 17.96142, 16.75784], [13.24332, 19.35275, 18.10087], [13.90772, 21.67731, 18.68138], [16.36392, 22.34372, 18.45349], [17.86358, 20.91862, 17.04455], [16.80705, 18.64331, 16.21023], [15.53846, 19.67431, 21.93516], [15.43402, 19.23633, 23.23433], [16.22404, 18.18544, 23.75262], [17.16446, 17.57121, 22.97450], [17.39014, 18.10233, 21.72183], [16.56474, 19.09738, 21.14775], [14.76048, 20.34133, 21.59424], [14.69140, 19.78334, 23.79619], [16.22637, 17.92613, 24.80102], [17.69386, 16.74399, 23.42378], [18.20190, 17.74893, 21.10331], [16.80882, 19.39667, 20.13916], [13.11708, 26.43406, 17.97238], [13.97308, 25.35260, 17.52349], [14.27610, 25.29941, 16.13068], [13.78774, 26.33100, 15.25658], [12.81116, 27.19594, 15.64892], [12.44408, 27.21809, 17.01979], [12.87394, 26.53223, 19.02007], [14.41806, 24.60280, 18.16084], [14.89186, 24.46740, 15.82247], [14.08768, 26.28352, 14.22015], [12.34128, 27.92048, 15.00036], [11.68702, 27.90974, 17.35874], [21.11638, 22.53112, 21.28757], [20.42206, 23.22596, 20.33711], [19.08035, 23.00872, 20.08336], [18.36992, 21.99432, 20.77811], [19.06562, 21.27526, 21.75329], [20.39972, 21.54974, 22.04690], [22.18018, 22.68455, 21.39333], [20.90884, 24.00173, 19.76471], [18.55908, 23.62289, 19.36401], [17.33928, 21.86341, 20.48307], [18.52404, 20.59324, 22.39199], [20.91074, 20.94217, 22.77910], [21.49234, 21.79875, 15.62170], [20.15150, 21.27817, 15.44056], [20.05272, 20.60638, 14.21058], [18.55906, 20.30598, 14.03180], [18.35359, 19.37932, 13.01338], [18.09584, 19.96598, 11.72568], [17.74058, 18.89624, 10.71475], [18.82222, 18.02925, 10.66593], [18.43436, 16.80092, 10.04001], [22.22410, 20.99810, 15.72934], [21.55990, 22.20315, 16.63164], [21.85218, 22.51103, 14.87922], [20.61582, 19.67982, 14.32236], [20.51140, 21.11384, 13.36195], [18.00116, 21.23885, 13.95053], [18.25878, 19.82782, 14.96417], [18.94532, 20.56431, 11.39628], [17.23052, 20.62801, 11.75788], [17.78276, 19.28056, 9.69563], [16.80125, 18.37233, 10.89157], [19.37336, 16.28157, 9.84855], [17.80004, 16.93916, 9.16444], [17.80764, 16.17749, 10.67772], [15.14354, 14.50979, 22.34414], [14.16592, 15.12495, 21.44528], [14.68414, 16.11746, 20.56202], [13.80094, 16.21426, 19.32414], [13.83404, 15.09148, 18.41822], [15.00838, 14.69512, 17.76443], [14.78900, 13.42248, 16.91018], [13.74420, 13.59570, 15.93947], [12.45304, 13.39615, 16.36384], [15.82876, 13.91917, 21.73606], [14.66896, 13.81391, 23.03596], [15.65364, 15.20924, 23.00646], [15.73256, 15.89848, 20.35959], [14.63528, 17.04738, 21.12857], [14.00372, 17.16377, 18.82875], [12.77450, 16.23836, 19.69009], [15.81032, 14.47830, 18.47012], [15.40650, 15.40498, 17.03938], [14.58742, 12.53312, 17.50725], [15.68676, 13.26284, 16.31300], [12.29218, 14.15764, 17.12697], [12.30498, 12.42505, 16.83623], [11.69240, 13.52808, 15.59434], [19.53402, 30.45917, 18.03256], [19.98378, 30.08401, 16.74468], [19.06102, 30.42992, 15.64414], [17.89926, 29.37290, 15.45008], [18.33003, 28.07337, 15.05368], [17.23904, 27.16040, 14.92195], [17.80385, 25.72392, 14.83056], [18.19890, 25.16178, 16.11105], [18.48672, 23.74980, 15.88003], [18.65674, 29.92597, 18.39889], [19.29922, 31.52196, 18.09118], [20.23450, 30.35108, 18.86066], [19.57694, 30.62875, 14.70479], [18.55656, 31.35379, 15.92712], [17.29098, 29.86570, 14.69164], [17.30286, 29.23372, 16.35176], [16.59248, 27.43853, 14.08967], [16.68780, 27.22582, 15.86000], [18.62206, 25.79183, 14.11361], [16.94188, 25.22445, 14.38826], [19.32660, 23.73511, 15.18543], [17.60358, 23.18995, 15.57226], [18.88670, 23.19702, 16.73006], [17.64273, 11.52167, 18.28877], [17.78646, 12.60377, 17.37620], [18.90342, 12.47929, 16.45555], [18.60331, 13.13581, 15.07454], [18.24214, 14.49712, 15.25639], [18.14272, 15.23472, 14.03199], [17.53034, 16.58604, 14.35743], [16.25555, 16.54756, 14.91592], [15.15778, 16.16430, 14.08540], [16.72543, 11.65548, 18.86213], [18.44387, 11.65344, 19.01603], [17.62677, 10.50732, 17.89010], [19.00367, 11.40674, 16.28913], [19.79564, 12.79641, 16.99543], [17.90072, 12.60144, 14.43508], [19.52968, 13.04080, 14.50803], [17.67644, 14.66618, 13.22736], [19.11986, 15.43504, 13.59246], [17.40772, 17.23096, 13.48730], [18.27388, 17.09150, 14.97370], [14.21000, 16.15546, 14.62368], [15.37554, 15.18500, 13.65918], [15.07016, 16.73075, 13.15828], [11.31080, 19.44966, 20.13914], [10.16836, 20.16441, 20.49498], [9.22866, 20.39014, 19.41646], [9.86370, 21.11668, 18.28784], [10.41902, 22.36948, 18.70773], [11.37250, 22.96502, 17.87582], [10.84334, 23.34890, 16.51777], [10.52502, 22.24522, 15.62356], [11.51746, 21.85706, 14.67869], [11.13652, 18.60765, 19.46925], [11.67660, 19.02815, 21.07542], [12.01122, 20.14452, 19.67580], [8.33030, 20.89941, 19.76534], [8.90142, 19.40868, 19.07332], [9.14298, 21.43965, 17.53660], [10.65436, 20.55547, 17.78984], [12.18654, 22.24389, 17.80215], [11.80794, 23.85881, 18.32261], [11.50226, 23.99594, 15.93875], [9.97866, 23.99407, 16.67334], [11.07490, 21.38801, 13.79992], [12.19138, 21.13638, 15.14186], [12.14966, 22.65478, 14.28874], [12.93452, 22.54230, 21.34743], [13.79242, 23.39726, 20.63788], [14.17788, 24.60849, 21.27675], [15.18604, 24.60886, 22.45997], [14.47788, 24.04773, 23.53659], [15.25052, 23.63138, 24.70062], [16.11324, 24.84857, 25.27470], [15.29650, 25.99385, 25.46445], [14.42458, 25.96410, 26.58233], [12.44762, 21.90916, 20.60570], [12.15316, 23.11845, 21.84303], [13.37960, 21.93085, 22.13236], [13.27858, 25.13778, 21.59169], [14.53656, 25.06354, 20.35350], [15.36602, 25.64868, 22.73287], [15.99604, 23.93970, 22.16979], [15.94864, 22.83549, 24.44120], [14.67766, 23.09820, 25.45933], [16.99298, 24.97310, 24.64330], [16.46880, 24.55038, 26.26098], [13.91096, 26.92343, 26.64544], [14.99492, 25.78267, 27.49332], [13.71236, 25.13910, 26.56842], [10.04186, 20.68136, 10.56955], [11.32018, 20.03895, 10.59469], [11.48628, 19.02272, 11.61338], [13.02126, 18.89501, 11.98844], [13.39642, 20.17255, 12.61427], [14.64188, 20.07998, 13.34398], [15.13360, 21.34521, 13.97658], [15.59030, 22.38938, 13.04932], [14.53256, 23.24323, 12.63403], [9.25597, 19.93521, 10.45234], [9.91065, 21.37322, 9.73756], [9.85474, 21.20693, 11.50596], [11.04110, 18.06108, 11.35815], [10.91078, 19.37948, 12.46756], [13.61108, 18.93833, 11.07283], [13.02634, 18.00228, 12.61383], [15.39084, 19.65252, 12.67732], [14.45696, 19.36280, 14.14369], [15.99270, 21.03518, 14.57149], [14.48350, 21.74306, 14.75581], [14.19748, 23.93651, 13.40551], [13.62720, 22.76665, 12.25812], [14.73418, 23.85097, 11.75192], [19.03837, 14.55938, 21.52716], [19.11578, 15.51299, 20.48013], [19.14416, 15.01823, 19.15213], [18.98212, 16.22996, 18.18819], [20.09174, 17.14002, 18.47390], [19.92409, 18.42140, 17.90193], [20.88906, 19.43874, 18.50526], [22.22294, 19.01116, 18.25331], [23.16050, 20.02919, 18.43945], [20.03380, 14.12171, 21.60251], [18.27756, 13.78307, 21.44595], [18.87774, 15.09997, 22.45993], [18.32890, 14.30851, 19.01157], [20.08954, 14.48885, 19.03322], [17.96668, 16.61184, 18.29384], [19.05926, 15.85693, 17.16692], [18.90780, 18.75707, 18.10826], [20.03295, 18.44182, 16.81757], [20.75748, 19.39980, 19.58659], [20.66621, 20.47135, 18.23662], [22.85058, 21.00713, 18.07110], [24.13478, 19.78588, 18.01554], [23.38902, 20.14666, 19.49873]],
  "forces_ev_per_a": [[1.33, 0.27, -0.22], [-1.07, -1.53, 0.79], [-0.53, 0.90, 0.70], [0.19, -1.34, 0.00], [-0.41, 0.71, 0.00], [-0.52, 0.99, -1.22], [-0.08, 0.08, -0.02], [0.07, 0.15, 0.13], [0.02, -0.13, -0.42], [0.40, 0.02, 0.37], [0.71, -0.17, -0.27], [-0.01, -0.09, 0.11], [-0.63, 1.73, 1.73], [1.26, -0.49, -0.86], [0.32, -1.61, 0.22], [-1.43, 0.11, -1.23], [-1.41, 0.28, 0.51], [0.23, -1.14, -0.89], [0.07, -0.05, -0.18], [-0.45, 0.62, -0.04], [0.58, 0.49, 0.45], [0.25, 0.05, 0.11], [0.30, -0.30, 0.17], [1.02, 0.32, -0.13], [0.91, -1.27, -0.84], [0.03, -0.30, 0.66], [-0.78, 1.29, 0.49], [0.00, 0.36, 0.02], [-0.25, 0.46, -1.60], [0.10, -0.33, 1.24], [0.39, 0.34, -0.44], [-0.05, -0.38, 0.65], [-0.62, -0.07, 0.13], [0.44, 0.04, -0.34], [0.08, -0.32, -0.02], [-0.26, 0.20, -0.14], [0.16, -1.62, -1.37], [-0.66, 1.96, -1.86], [-0.88, 1.36, 1.63], [0.61, -2.40, -0.01], [-0.43, 0.45, 1.91], [1.05, -0.26, 0.15], [-0.02, 0.00, 0.09], [-0.16, 0.09, 0.34], [0.21, 0.17, -0.47], [0.09, 0.10, -0.16], [0.09, -0.12, -0.29], [-0.01, 0.12, 0.02], [-0.85, -1.77, 1.04], [-0.13, 0.88, -0.68], [-0.94, -1.19, 0.72], [1.44, 1.36, -0.78], [-0.34, 0.55, 0.42], [0.69, 0.72, -1.29], [0.02, 0.02, 0.30], [0.22, 0.08, -0.06], [0.00, 0.03, -0.18], [-0.12, -0.39, 0.48], [0.02, -0.34, -0.15], [0.04, 0.10, 0.17], [-0.39, -0.81, 1.24], [1.58, 1.39, -0.11], [-0.41, -0.81, 0.27], [1.16, -0.01, 0.67], [-0.81, 0.04, -1.38], [-0.71, -0.01, 0.27], [1.25, 0.64, -0.26], [0.20, -2.38, 0.03], [0.62, 0.26, 0.58], [-0.01, -0.51, -0.66], [-0.49, 0.63, -0.15], [-0.46, 0.06, -0.17], [-0.08, -0.46, -0.26], [-0.13, 0.57, -0.03], [-0.13, 0.08, -0.38], [-0.16, -0.03, 0.05], [0.22, -0.15, -0.12], [-0.08, 0.36, 0.36], [-1.10, 0.91, -0.07], [-0.20, 0.08, 0.35], [-0.28, -0.12, -0.36], [0.42, 0.32, -0.52], [0.04, -0.02, 0.58], [-0.85, 0.32, -0.89], [0.46, -1.12, 1.05], [-0.13, -0.54, 0.71], [0.44, -0.71, 0.13], [-0.66, 0.40, 0.46], [0.55, -0.67, -0.53], [-0.88, 0.75, -0.17], [1.65, -0.10, -1.27], [-0.90, 0.60, 1.69], [0.38, 0.16, 0.05], [-0.61, 0.04, -0.37], [0.19, 0.41, -0.42], [0.19, 0.09, -0.33], [0.16, 0.47, -0.36], [0.18, -0.02, -0.26], [-0.09, -0.02, -0.14], [0.22, -0.07, 0.21], [-0.15, 0.68, 0.11], [-0.09, -0.10, 0.21], [0.04, 0.02, 0.29], [-0.71, -0.15, 0.20], [0.02, -0.35, -0.01], [0.46, -0.03, -0.43], [-0.67, 0.60, 0.26], [-0.28, 0.20, -0.94], [-0.70, -1.54, 1.99], [1.32, 0.31, -0.02], [0.12, 0.75, -0.45], [1.52, -0.13, 1.73], [-0.81, 1.37, 0.38], [-0.58, -0.65, -1.19], [0.61, 0.99, 0.10], [-0.32, -0.28, -0.42], [-0.24, 0.31, -0.35], [0.82, -0.53, -0.70], [0.46, -0.44, 0.29], [-0.13, 0.20, -0.03], [-0.47, -0.23, -0.31], [-0.04, 0.42, 0.27], [0.01, -0.22, -0.25], [-0.56, -0.09, 0.02], [0.27, -0.51, 0.05], [0.19, -0.95, 0.00], [-0.36, -0.42, -0.55], [-0.06, 0.14, -0.51], [-0.18, 0.72, 0.65], [0.44, 1.06, 0.64], [-0.28, -0.31, -1.08], [-1.77, -0.68, 0.22], [0.90, 0.40, 1.13], [-0.02, -0.27, -0.71], [0.28, -0.05, 0.21], [-0.24, -0.14, -1.52], [-1.39, 0.21, 1.55], [1.38, -0.66, -0.77], [-0.19, 0.21, -0.28], [0.28, -0.60, 0.24], [0.22, 0.09, -0.50], [0.33, -0.17, -0.35], [0.21, 0.54, -0.47], [-0.66, -0.17, 0.50], [0.50, 0.25, -0.06], [-0.78, -0.22, 0.21], [0.53, 0.09, 0.25], [0.72, -0.20, -0.59], [-0.53, 0.14, 0.67], [0.39, 0.02, 0.24], [-0.35, -0.57, 0.44], [0.05, 0.97, 0.11], [0.05, 0.06, 0.21], [-1.81, 0.47, -0.06], [0.85, -0.65, 0.76], [0.53, 1.79, -1.19], [-0.45, 0.41, 1.53], [0.43, -0.98, -0.64], [0.19, -0.11, -1.40], [-0.33, 0.61, 0.13], [0.26, -0.07, 0.62], [-0.26, -0.09, -0.31], [0.44, 0.16, -0.07], [0.45, -0.28, 0.02], [0.38, 0.21, 0.51], [-0.07, -0.09, -0.30], [-0.37, -0.89, -0.26], [-0.02, -0.34, -0.06], [0.40, -0.05, -0.49], [-0.39, -0.01, 0.42], [0.64, 0.13, 0.38], [-0.58, -0.47, -0.11], [-0.36, -0.03, 0.22], [0.15, -0.21, 0.00], [-0.16, 0.51, 0.21], [-0.90, -0.02, 0.07], [0.70, -0.61, 0.77], [-0.06, 0.12, -0.79], [-1.62, -0.85, -0.88], [-0.32, -1.33, 2.14], [1.30, 1.28, -0.92], [-2.03, -1.68, 0.72], [0.42, 0.40, -0.75], [0.59, -0.54, 0.05], [0.04, -0.03, 0.13], [-0.20, 0.14, 0.02], [0.47, 0.03, -0.09], [-0.19, 0.11, 0.20], [0.69, 1.04, 0.65], [0.88, 0.07, -0.44], [0.71, 0.48, 0.15], [0.46, 0.01, -0.56], [-0.93, 0.78, -0.19], [-0.36, 0.83, -0.15], [0.33, -0.29, 0.15], [0.08, -0.15, -0.12], [0.25, 0.29, 0.28], [-0.30, 0.02, -0.48], [0.05, -0.97, 0.46], [0.11, -0.30, -0.20], [0.72, 1.66, -0.13], [-2.17, 2.59, -0.56], [-0.05, -0.84, 0.58], [-1.28, -0.68, -0.65], [0.64, 0.93, -0.36], [-0.92, -0.71, 0.46], [-0.89, 0.32, -0.46], [-0.20, -0.17, 0.04], [0.70, -0.06, -0.02], [0.04, 0.17, 0.15], [0.18, -0.17, -0.51], [0.25, -0.10, 0.55], [0.04, -1.11, -0.08], [0.90, 0.09, 0.23], [0.32, 0.05, -0.05], [0.34, -0.16, 0.37], [0.33, 0.06, -0.26], [-0.57, 0.24, -0.33], [0.21, 0.00, 0.42], [-0.02, -0.92, 0.44], [1.18, 0.00, 0.12], [1.05, 0.54, -0.29], [-1.02, 0.36, 0.42], [-0.11, 0.78, 0.34], [1.68, -1.04, 0.72], [-1.19, -0.42, -0.28], [-0.19, 0.59, 0.18], [0.02, -1.46, 1.09], [-0.20, 0.48, -1.12], [0.67, 0.16, 0.84], [0.03, -0.59, 0.18], [-0.18, 0.01, -0.43], [-0.13, 0.10, -0.13], [-0.14, -0.03, -0.29], [0.25, -0.01, -0.47], [0.08, 0.74, 0.35], [0.06, -0.02, -0.17], [-0.22, 0.27, 0.08], [0.17, -0.35, -0.37], [-0.20, 0.07, 0.36], [0.10, 0.02, -0.64], [-0.19, 0.02, -0.20], [-0.25, -0.33, -0.47], [-0.20, 0.19, 0.42]],
  "mulliken_charge": [-0.921, -0.373, 0.666, 0.238, -0.628, -0.926, 0.395, 0.391, 0.537, -0.161, 0.355, 0.357, -0.289, 0.249, 1.608, -0.705, 0.447, 1.247, 0.276, 0.161, -1.409, 0.436, -0.449, -1.309, 0.278, -0.519, -0.953, -0.742, -0.418, 0.616, -0.153, 0.474, 0.434, 0.394, 0.343, 0.034, -0.185, 0.025, 0.284, -0.580, -0.980, -0.640, 0.409, 0.015, 0.319, 0.456, 0.426, 0.411, -0.459, -0.507, -0.853, 0.697, -0.610, -0.660, 0.451, 0.436, 0.533, 0.280, 0.336, 0.379, -1.235, 0.431, -1.116, 1.310, 0.256, -0.314, -0.626, -0.387, -0.699, 0.470, 0.155, 0.451, 0.410, 0.451, -0.054, -1.464, 0.512, 0.049, 0.510, 0.243, 0.265, 0.363, 0.168, -0.359, -0.501, 0.569, -0.048, -0.422, 1.457, -0.915, -0.384, -0.334, 0.086, 0.332, 0.120, -0.046, 0.052, -0.503, 0.316, 0.035, -0.322, 0.578, -0.289, -0.093, 0.350, 0.303, -0.747, -0.343, -0.641, -0.363, -0.330, -0.767, -0.122, -0.393, 0.153, 0.272, 0.301, 0.303, 0.357, 0.412, 0.268, 0.312, 0.371, 0.297, 0.470, 0.044, 0.263, -0.043, -0.110, -1.038, 0.170, -0.725, -0.927, 0.214, -1.548, 0.564, 0.669, -0.475, 0.252, 0.376, 0.310, 0.538, 0.290, 0.367, 0.499, 0.524, 0.583, -0.257, -0.450, -0.330, 0.436, 0.091, 0.119, -0.460, -0.745, 0.230, -0.482, 1.227, -0.866, -0.305, -0.083, 0.217, 0.296, -0.390, 0.358, 0.167, 0.572, -0.232, -0.608, -0.009, 0.168, 0.483, -0.142, -0.095, 0.346, -0.335, 0.279, -0.822, -0.323, -0.354, -0.471, -0.703, -0.332, -0.769, -0.309, 0.527, 0.025, 0.444, 0.181, 0.392, 0.239, 0.201, 0.492, 0.363, 0.447, 0.248, 0.340, 0.306, -0.660, -0.422, -0.520, -0.158, -0.199, 1.497, 1.838, -0.528, -0.389, 0.329, 0.259, 0.208, 0.550, -0.120, 0.444, 0.003, -0.751, -0.348, -1.054, -0.379, -0.052, 0.080, 0.418, -0.744, -0.180, -0.576, 0.777, -0.457, 0.347, -0.064, -0.381, -0.719, 0.370, 0.213, 0.135, -0.252, 0.693, -0.198, 0.090, -0.241, -0.055, 0.456, -0.069, 0.206, 0.267, 0.309]
}